[1]
C4H6O2 | wB97M-V/def2-TZVPD

Geometry as XYZ:
```
12
Properties=species:S:1:pos:R:3:nbo_charge:R:1
O 2.044 0.175 1.387 -0.5331
C 1.823 0.149 0.213 0.6665
O 1.163 -0.861 -0.449 -0.5361
C -0.125 -0.746 0.115 0.0668
C -1.300 -0.366 -0.701 -0.4296
C -0.683 0.654 0.216 -0.4611
H 2.025 0.965 -0.491 0.1160
H -0.254 -1.384 0.984 0.2052
H -1.134 -0.202 -1.761 0.2310
H -2.254 -0.789 -0.417 0.2243
H -0.209 1.501 -0.280 0.2214
H -1.096 0.904 1.184 0.2285
```

The net charge is 0. The lowest unoccupied orbital energy is 1.1 eV. Its strongest force on any atom is 0.73 eV Å⁻¹. For the orbital gap, the calculation gives 11.63 eV.

[2]
C4H6O2 | wB97M-V/def2-TZVPD

Geometry as XYZ:
```
12
Properties=species:S:1:pos:R:3:nbo_charge:R:1
C -0.893 0.931 0.460 -0.0854
O -1.659 0.164 -0.461 -0.5271
C -0.750 -0.938 -0.485 -0.1040
C 0.295 0.047 0.263 0.1847
C 1.673 0.113 -0.156 -0.1303
O 1.294 -0.272 1.186 -0.4678
H -0.854 1.979 0.164 0.1888
H -1.253 0.827 1.489 0.1799
H -1.092 -1.785 0.133 0.1720
H -0.715 -1.326 -1.539 0.1883
H 1.646 -0.748 -0.837 0.1929
H 2.307 1.007 -0.218 0.2081
```

The net charge is 0. The lowest unoccupied orbital energy is 1.0 eV. Its strongest force on any atom is 1.95 eV Å⁻¹. For the orbital gap, the calculation gives 10.72 eV.

[3]
C4H6O2S2 | wB97M-V/def2-TZVPD

Geometry as XYZ:
```
14
Properties=species:S:1:pos:R:3:nbo_charge:R:1
C -2.933 0.609 -0.176 -0.2729
O -2.424 -0.764 -0.067 -0.4952
C -1.148 -0.929 0.089 0.6635
O -0.623 -1.968 0.196 -0.5730
S -0.167 0.563 -0.050 0.1452
C 1.445 -0.207 0.149 -0.3588
C 2.508 0.551 -0.123 -0.3394
S 4.225 0.055 -0.075 0.0124
H -2.566 1.023 -1.011 0.1832
H -2.520 1.212 0.784 0.2123
H -4.032 0.428 -0.371 0.2238
H 1.545 -1.186 0.406 0.2408
H 2.531 1.589 -0.563 0.2269
H 4.157 -0.977 0.812 0.1312
```

The net charge is 0. The lowest unoccupied orbital energy is 0.6 eV. Its strongest force on any atom is 4.77 eV Å⁻¹. For the orbital gap, the calculation gives 9.02 eV.

[4]
C4H6O2Sn | wB97M-V/def2-TZVPD

Geometry as XYZ:
```
13
Properties=species:S:1:pos:R:3:nbo_charge:R:1
O -2.737 -0.091 0.856 -0.6553
C -1.795 -0.492 0.004 0.2827
C -0.488 -0.791 0.347 -0.4578
C 0.502 -1.299 -0.515 -0.2498
C 1.976 -1.099 -0.251 -0.1388
O 2.320 0.257 -0.447 -0.8937
Sn 0.701 1.094 -0.780 1.4471
H -2.894 0.861 0.806 0.5179
H -2.142 -0.532 -1.030 0.1858
H 0.189 -1.721 -1.477 0.2462
H -0.130 -0.911 1.403 0.2841
H 2.556 -1.752 -0.926 0.2243
H 2.206 -1.404 0.788 0.2073
```

The net charge is +1. The lowest unoccupied orbital energy (spin up / spin down) is -5.6 / -6.4 eV. Its strongest force on any atom is 4.23 eV Å⁻¹. As for the multiplicity: 2. For the orbital gap (spin up / spin down), the calculation gives 7.70 / 8.07 eV. The expectation value of S² is 0.7777.

[5]
C4H6O2Sr | wB97M-V/def2-TZVPD

Geometry as XYZ:
```
13
Properties=species:S:1:pos:R:3:nbo_charge:R:1
O -1.477 0.406 -0.012 -0.4011
C -0.279 0.123 -0.097 0.3515
O 0.000 -1.229 -0.384 -0.4666
C -2.605 -0.568 -0.132 -0.0889
C -3.881 0.178 0.125 -0.6483
H -2.536 -0.970 -1.148 0.2213
H -2.408 -1.356 0.602 0.2176
H -4.029 0.978 -0.611 0.2427
H -4.708 -0.538 0.030 0.2656
H -3.901 0.597 1.139 0.2412
Sr 2.490 0.872 -0.145 1.8875
C 1.216 -1.360 0.116 -0.0080
H 1.313 -2.346 0.593 0.1854
```

The net charge is +2. The lowest unoccupied orbital energy is -9.4 eV. Its strongest force on any atom is 1.96 eV Å⁻¹. For the orbital gap, the calculation gives 9.19 eV.

[6]
C4H6O3Yb | wB97M-V/def2-TZVPD

Geometry as XYZ:
```
14
Properties=species:S:1:pos:R:3:nbo_charge:R:1
O -0.239 -0.095 -1.487 -0.6666
Yb -0.280 1.205 -3.527 2.2121
O 0.296 2.014 -1.344 -0.5189
C 0.328 0.865 -0.849 0.9592
O 0.840 0.618 0.332 -0.4090
C 1.246 1.713 1.180 -0.2848
H 1.587 1.249 2.108 0.2653
H 2.063 2.256 0.695 0.2314
H 0.389 2.367 1.367 0.2283
C -0.901 -2.287 -0.312 0.0321
C -1.783 -2.149 0.553 -0.2027
H -0.109 -2.872 -0.771 0.3291
H -2.184 -1.578 1.384 0.3592
H -1.253 -3.305 0.672 0.4652
```

The net charge is +3. The lowest unoccupied orbital energy (spin up / spin down) is -13.7 / -17.5 eV. Its strongest force on any atom is 5.13 eV Å⁻¹. As for the multiplicity: 2. For the orbital gap (spin up / spin down), the calculation gives 9.28 / 5.44 eV. The expectation value of S² is 0.7620.

[7]
C4H6O4 | wB97M-V/def2-TZVPD

Geometry as XYZ:
```
14
Properties=species:S:1:pos:R:3:nbo_charge:R:1
C -2.266 1.666 -1.072 -0.7565
C -1.805 1.176 0.378 0.7767
O -2.463 0.182 0.748 -0.8195
O -0.896 1.734 0.919 -0.7447
H -2.358 0.852 -1.780 0.1938
H -1.647 2.496 -1.411 0.1771
H -3.287 2.080 -1.043 0.1738
C 1.608 -1.135 0.182 -0.7579
C 2.770 -1.938 0.957 0.7889
O 2.629 -3.162 0.957 -0.7944
O 3.622 -1.131 1.464 -0.8242
H 0.593 -1.155 0.412 0.2204
H 1.582 -1.575 -0.811 0.1684
H 1.915 -0.091 0.102 0.1980
```

The net charge is -2. The lowest unoccupied orbital energy is 6.6 eV. Its strongest force on any atom is 3.86 eV Å⁻¹. For the orbital gap, the calculation gives 7.55 eV.

[8]
C4H6O4 | wB97M-V/def2-TZVPD

Geometry as XYZ:
```
14
Properties=species:S:1:pos:R:3:nbo_charge:R:1
C 0.723 1.440 0.654 -0.7311
C -0.381 1.251 -0.340 0.6625
O -1.125 2.098 -0.722 -0.5353
C -0.734 -0.371 -0.717 -0.1477
O 0.212 -0.077 -1.752 -0.6779
C -0.193 -1.428 0.154 0.7504
O 0.981 -1.757 0.107 -0.6217
O -1.080 -1.982 0.983 -0.6586
H 1.413 0.601 0.685 0.2354
H 0.270 1.582 1.633 0.2487
H 1.275 2.349 0.404 0.2428
H -1.744 -0.479 -1.101 0.2296
H 1.041 -0.522 -1.463 0.4994
H -0.658 -2.705 1.475 0.5035
```

The net charge is 0. The lowest unoccupied orbital energy is 0.5 eV. Its strongest force on any atom is 3.73 eV Å⁻¹. For the orbital gap, the calculation gives 9.75 eV.

[9]
C4H6O4 | wB97M-V/def2-TZVPD

Geometry as XYZ:
```
14
Properties=species:S:1:pos:R:3:nbo_charge:R:1
C -2.779 -0.881 -0.012 -0.2783
O -1.336 -0.732 -0.043 -0.5054
C -0.759 0.492 0.018 0.6928
O -1.236 1.557 0.092 -0.5116
C 0.767 0.434 -0.012 0.6778
O 1.438 1.436 -0.090 -0.5528
O 1.219 -0.790 -0.024 -0.4836
C 2.709 -0.967 0.062 -0.2653
H -3.172 -0.845 1.079 0.2047
H -3.231 -0.261 -0.808 0.2077
H -2.958 -1.952 -0.329 0.2008
H 3.261 -0.659 -0.856 0.2062
H 2.785 -2.089 0.160 0.2032
H 3.008 -0.435 0.937 0.2038
```

The net charge is 0. The lowest unoccupied orbital energy is 0.7 eV. Its strongest force on any atom is 2.62 eV Å⁻¹. For the orbital gap, the calculation gives 11.37 eV.

[10]
C4H6OS | wB97M-V/def2-TZVPD

Geometry as XYZ:
```
12
Properties=species:S:1:pos:R:3:nbo_charge:R:1
C 2.163 -1.764 -0.416 -0.2593
C 2.743 -0.733 -0.148 -0.2460
C -1.816 -0.063 -0.348 -0.7120
C -0.748 0.677 0.380 0.3540
O -1.200 1.682 1.043 -0.4832
S -0.269 2.925 1.468 -0.1070
H 1.646 -2.683 -0.745 0.2516
H -2.290 -0.863 0.246 0.2510
H -1.349 -0.444 -1.278 0.2360
H -2.553 0.744 -0.634 0.2484
H 0.363 0.359 0.307 0.2087
H 3.309 0.163 0.125 0.2579
```

The net charge is 0. The lowest unoccupied orbital energy (spin up / spin down) is -0.4 / -0.8 eV. Its strongest force on any atom is 3.49 eV Å⁻¹. For the orbital gap (spin up / spin down), the calculation gives 7.60 / 7.00 eV.